No. 1
79
Properties=species:S:1:pos:R:3:forces:R:3:lowdin_charge:R:1 method="wB97M-V/def2-TZVPD" lumo_ev=-2.4991 e_homo_ha=-0.3838 e_tot_ev=-49726.93823 fmax_ev_per_a=0.46 charge=+1
C -3.6894 -5.7994 -0.8445 -0.14 0.09 0.02 -0.11
C -3.3624 -4.8435 -1.9866 0.07 -0.11 -0.05 -0.26
C -2.5426 -3.6563 -1.4945 0.16 -0.08 0.06 -0.15
C -1.8628 -2.7732 -2.5540 -0.06 -0.01 0.03 -0.30
C -2.3901 -2.7991 -3.9882 0.08 0.20 0.02 -0.04
C -3.6369 -1.9973 -4.3303 -0.06 -0.21 0.25 -0.43
O -3.6116 -1.2343 -5.2669 -0.07 -0.12 -0.15 0.09
N -4.8327 -2.2664 -3.6038 -0.03 0.24 -0.26 -0.15
C -4.9469 -1.4435 -2.3798 0.10 -0.13 0.02 -0.04
C -6.0136 -2.1383 -4.4690 0.00 0.07 0.06 -0.07
O -1.8897 -1.4078 -2.0997 0.06 -0.02 0.08 -0.14
C -0.6462 -0.7775 -1.9265 -0.06 -0.06 -0.08 -0.39
C -0.8107 0.3545 -0.9469 0.43 -0.11 0.12 -0.40
F -1.6616 1.3287 -1.4653 -0.10 0.06 -0.16 0.02
O -1.2837 -0.0782 0.2679 -0.18 0.04 -0.06 -0.02
C -1.5353 1.0143 1.1435 0.14 -0.02 0.02 -0.24
N -1.3464 0.5699 2.4867 0.19 -0.22 -0.12 0.11
C -1.3571 1.4215 3.4224 -0.19 0.03 0.07 -0.41
C -1.6238 2.8930 3.2172 0.18 0.02 0.04 -0.03
C -1.0686 0.9365 4.8160 -0.09 0.12 0.11 -0.04
P 0.1073 -0.2544 -3.5979 -0.03 0.00 -0.02 0.87
N -1.2433 0.5145 -4.2581 0.11 -0.19 -0.01 -0.14
O 1.0298 1.0415 -3.1096 -0.04 0.03 0.13 -0.35
H -4.4246 -6.5435 -1.1499 0.06 -0.06 -0.02 0.07
H -2.7958 -6.3182 -0.4953 0.01 -0.01 0.02 0.07
H -4.1128 -5.2605 0.0060 0.00 0.02 0.01 0.07
H -2.7925 -5.3899 -2.7447 -0.02 -0.02 -0.02 0.11
H -4.2781 -4.5043 -2.4715 0.01 0.09 -0.01 0.10
H -3.1350 -3.0090 -0.8488 -0.06 -0.06 -0.02 0.10
H -1.7530 -4.0585 -0.8512 0.02 0.11 0.05 0.12
H -0.8162 -3.0885 -2.6115 0.00 0.00 -0.10 0.14
H -2.5516 -3.8310 -4.3098 -0.11 0.02 0.03 0.13
H -1.6177 -2.3804 -4.6337 0.04 -0.08 -0.02 0.10
H -5.9848 -1.1430 -2.2658 -0.04 -0.02 0.03 0.09
H -4.3383 -0.5381 -2.4256 -0.03 0.02 -0.02 0.09
H -4.6504 -2.0037 -1.4967 -0.05 0.03 0.01 0.07
H -6.0041 -2.9341 -5.2126 0.05 0.06 -0.07 0.09
H -6.9036 -2.2675 -3.8575 0.01 -0.06 0.04 0.08
H -6.0700 -1.1727 -4.9768 -0.01 0.01 0.00 0.09
H 0.0834 -1.4564 -1.4619 -0.05 -0.06 -0.01 0.13
H 0.1705 0.8316 -0.8169 -0.10 0.26 -0.03 0.13
H -0.8322 1.8262 0.8903 -0.08 0.05 0.00 0.12
H -2.5528 1.3740 0.9673 -0.02 0.05 0.05 0.14
H -2.4331 3.0506 2.5057 -0.05 0.03 0.03 0.08
H -1.8616 3.3898 4.1545 -0.05 0.01 -0.02 0.08
H -0.7374 3.3855 2.8020 0.00 -0.01 -0.03 0.08
H -1.5164 1.5793 5.5725 -0.02 0.01 -0.01 0.07
H 0.0114 0.9372 4.9846 0.01 -0.03 0.04 0.07
H -1.4403 -0.0761 4.9481 0.10 -0.06 -0.05 0.08
H -2.1069 0.4596 -3.7334 0.02 0.11 0.02 0.03
H -1.4192 0.2699 -5.2238 -0.07 0.01 0.05 0.04
H 0.4530 1.8175 -3.0525 0.02 0.03 -0.02 0.04
C 7.2821 2.3986 4.0312 -0.02 0.00 -0.01 -0.09
C 6.4223 1.3981 3.2602 0.03 0.04 0.02 -0.22
C 5.7514 1.9530 2.0051 -0.01 -0.09 0.00 -0.11
N 4.3366 2.4647 2.1918 -0.02 0.05 0.01 -0.27
C 4.2492 3.4249 3.3261 0.02 0.00 -0.03 0.01
C 3.8853 3.1314 0.9055 0.01 -0.06 -0.07 -0.09
C 3.3220 2.0079 0.0601 -0.01 -0.05 0.02 -0.13
C 2.5951 1.1322 1.0854 -0.06 0.01 -0.03 -0.12
C 3.3793 1.2933 2.3917 -0.03 -0.05 -0.01 -0.07
H 6.7047 3.2016 4.4875 0.00 0.00 -0.01 0.06
H 7.8172 1.8909 4.8318 0.00 0.00 0.00 0.08
H 8.0257 2.8516 3.3743 0.01 0.00 0.00 0.09
H 5.6828 0.9343 3.9183 0.01 -0.02 -0.01 0.11
H 7.0674 0.5838 2.9277 -0.03 -0.03 0.00 0.12
H 5.6693 1.1793 1.2435 0.01 0.05 -0.04 0.14
H 6.3304 2.7771 1.5889 0.00 0.03 0.04 0.14
H 4.9515 4.2382 3.1584 0.00 0.00 0.00 0.12
H 4.4796 2.9127 4.2551 0.03 0.00 -0.01 0.10
H 3.2344 3.8129 3.3672 0.00 0.00 0.01 0.11
H 3.1168 3.8563 1.1699 -0.03 -0.03 0.02 0.14
H 4.7325 3.6528 0.4675 -0.02 0.06 0.03 0.14
H 4.1179 1.4588 -0.4432 0.00 0.00 0.00 0.12
H 2.6543 2.3829 -0.7127 0.02 0.00 -0.02 0.12
H 2.5416 0.0927 0.7708 -0.01 -0.02 0.05 0.13
H 1.5706 1.4742 1.2345 0.00 0.02 -0.04 0.10
H 3.9709 0.4179 2.6434 0.01 0.02 0.02 0.13
H 2.7373 1.5268 3.2370 0.00 -0.01 0.01 0.13

***

No. 2
15
Properties=species:S:1:pos:R:3:forces:R:3:lowdin_charge:R:1 method="wB97M-V/def2-TZVPD" smiles=CC[C@@H](C)O lumo_ev=0.9379 relative_energy_ev=1.362 e_homo_ha=-0.3611 e_tot_ev=-6356.44067 fmax_ev_per_a=2.40
C -0.7934 -0.3668 -1.7479 0.02 -0.09 0.16 -0.10
C -0.3740 0.6783 -0.7116 -0.52 -0.10 0.79 -0.22
C 0.7361 0.3788 0.3025 -0.61 -0.17 1.46 -0.41
C 0.0363 -0.1231 1.7424 0.69 0.14 -0.52 -0.05
O 1.6074 -0.6133 -0.1628 0.33 -0.10 0.32 -0.04
H -0.8051 -1.3476 -1.2691 -0.04 -0.04 -0.14 0.07
H -0.1735 -0.4510 -2.6497 0.10 0.23 0.38 0.07
H -1.8155 -0.1419 -2.0826 0.24 -0.06 0.09 0.07
H -0.3961 1.7077 -1.1030 0.36 -0.44 0.15 0.11
H -1.0394 0.6057 0.1365 -2.00 0.77 -1.08 0.06
H 1.2739 1.3181 0.5193 -0.06 -0.29 0.11 0.13
H -0.8101 0.4719 2.1643 0.70 0.09 -0.81 0.07
H -0.3649 -1.1581 1.7113 0.41 0.45 -0.50 0.08
H 0.7919 -0.1072 2.5389 0.07 -0.08 -0.20 0.06
H 2.1266 -0.8514 0.6116 0.31 -0.29 -0.22 0.09

***

No. 3
27
Properties=species:S:1:pos:R:3:forces:R:3:mulliken_spin:R:1 method="wB97M-V/def2-TZVPD" lumo_ev="3.4749 / 3.4025" spin_multiplicity=2 relative_energy_ev=1.219 e_homo_ha="0.0265 / -0.1194" e_tot_ev=-12674.51304 fmax_ev_per_a=2.90 s2=0.760 charge=-1
C 0.0801 1.1089 -3.7742 0.80 -0.96 0.85 -0.01
C -0.2770 -0.4081 -3.7809 -0.80 1.19 -0.18 0.01
H -0.5631 1.5549 -4.5252 0.56 0.68 -0.10 -0.01
H -0.0430 1.5852 -2.7952 -0.84 -0.25 -0.10 0.03
H 1.1605 1.2657 -3.8576 -0.14 0.07 -0.93 -0.01
H -0.2610 -0.8445 -2.7843 -0.12 -0.15 -0.16 -0.01
H 0.2714 -1.0077 -4.4874 0.83 -0.08 -0.05 0.00
H -1.2684 -0.4105 -4.2467 -0.29 -0.51 0.72 0.00
C -0.5453 1.4394 0.6640 -0.79 0.27 1.49 0.07
C -1.3431 2.4134 1.5624 -1.08 -0.13 0.62 0.03
C -0.1104 0.1995 1.4328 1.34 -0.52 -0.41 -0.02
C -0.8291 -0.9662 1.4600 0.09 0.12 -0.02 -0.05
C 1.2779 0.1815 1.9136 -0.72 0.43 -0.39 0.47
C -0.2419 -2.2259 1.8651 -1.62 0.90 -0.22 0.49
C 1.9223 -1.0734 2.1097 -1.50 -0.51 0.91 0.09
C 1.0978 -2.1962 2.1380 2.60 -0.85 -0.97 -0.19
O 1.7890 -3.4240 2.2270 0.83 0.08 1.08 -0.01
H -1.1819 1.2471 -0.2077 0.44 -0.36 -0.06 0.02
H 0.3903 1.9339 0.3960 -0.26 0.02 -0.49 -0.04
H -1.8402 1.9361 2.4151 1.03 -0.52 0.41 -0.01
H -1.8713 -0.9493 1.1578 -0.04 -0.06 -0.36 0.00
H 1.7731 1.1061 2.1946 -0.01 0.09 -0.26 0.07
H -0.7672 -3.1509 1.6765 -0.03 -0.15 0.18 0.07
H 2.9502 -1.1562 2.4313 0.13 -0.08 -0.22 0.01
H 1.4546 -4.1460 1.6974 -0.73 0.31 -0.32 0.02
H -2.3138 2.7672 1.1924 0.56 0.71 -1.09 -0.04
H -0.7106 3.2200 1.9258 -0.26 0.24 0.08 0.02

***

No. 4
78
Properties=species:S:1:pos:R:3:forces:R:3:lowdin_charge:R:1 method="wB97M-V/def2-TZVPD" smiles="COP(=O)(OC)OC.COP(=O)(OC)OC.COP(=O)(OC)OC.COP(=O)(OC)OC.CC(C)=O" lumo_ev=0.2979 relative_energy_ev=0.715 e_homo_ha=-0.3338 e_tot_ev=-88197.19496 fmax_ev_per_a=8.63
C -26.5416 6.0259 61.8140 1.07 -1.51 3.67 -0.16
O -25.4704 6.6545 61.2557 2.76 2.25 -2.67 -0.21
P -25.2736 6.5212 59.6069 -3.00 -3.76 0.87 0.40
O -26.0874 5.3791 59.0858 0.63 0.98 0.67 -0.24
O -25.7310 7.8370 58.9296 0.60 2.67 -0.57 -0.21
C -27.1610 8.1450 58.6975 1.13 1.27 6.71 0.01
O -23.7689 6.2330 59.3615 0.71 2.04 0.29 -0.20
C -22.7787 7.3435 59.5069 -2.43 -0.54 3.21 0.00
H -26.6949 6.2516 62.9032 0.48 0.69 -0.87 0.12
H -26.2586 4.9976 61.8791 -0.80 -1.12 -0.54 0.06
H -27.3924 6.2742 61.3282 -2.96 0.06 -1.54 0.04
H -27.5923 7.8268 59.6934 -0.23 -0.12 -1.17 0.10
H -27.4443 7.5201 57.9975 -1.77 -2.43 -3.77 0.00
H -27.5253 9.1855 58.7362 1.39 -0.15 -1.02 0.11
H -22.0312 6.9895 58.9627 3.46 -1.29 -2.44 0.03
H -22.3970 7.2917 60.6014 -1.05 0.92 -1.78 0.13
H -23.1636 8.2435 59.0180 0.01 0.07 0.88 0.10
C -23.0247 2.8553 58.4326 3.26 -4.88 -2.10 -0.12
O -24.3947 2.5950 58.4128 -2.25 -0.14 0.47 -0.22
P -25.1398 1.9756 59.7086 -0.36 -2.42 -1.52 0.46
O -24.5252 0.6995 60.1136 -0.19 0.29 -0.16 -0.25
O -25.1711 2.9434 60.9673 -0.77 1.15 -0.30 -0.25
C -25.6013 2.4289 62.2564 -1.98 -5.61 -4.83 -0.06
O -26.6746 1.7433 59.1355 3.98 -1.16 1.46 -0.18
C -27.6258 2.6935 59.3154 -3.14 0.69 -4.51 -0.17
H -22.4421 1.8651 58.9432 -1.36 3.02 -1.35 0.16
H -22.9559 3.7146 58.9137 1.19 3.68 2.91 -0.01
H -22.4672 3.1321 57.3976 -2.03 -1.29 1.82 0.14
H -26.7188 2.2918 62.3651 1.21 0.10 -0.54 0.12
H -25.2803 3.0016 62.9425 2.28 4.73 4.75 0.00
H -25.0472 1.4671 62.3852 -0.88 0.41 -0.05 0.11
H -27.7122 3.1969 58.2693 0.49 0.55 2.11 0.10
H -27.5359 3.2692 60.1799 0.29 1.39 1.01 0.05
H -28.6280 2.2418 59.2505 0.27 -0.51 0.86 0.09
C -32.4383 7.6480 55.0597 4.36 -1.26 4.15 -0.05
O -31.2869 7.0307 54.3946 -0.93 -1.19 1.15 -0.26
P -29.9416 6.4463 55.0545 3.00 1.73 -2.35 0.54
O -29.3711 5.2031 54.4551 -1.71 0.86 1.30 -0.23
O -29.1510 7.7463 54.4204 -0.76 -0.69 2.84 -0.27
C -28.2022 7.6429 53.4540 4.71 0.20 -0.07 -0.18
O -29.6447 6.6184 56.6677 -1.97 0.67 -2.11 -0.22
C -29.0002 5.4832 57.3004 2.14 4.74 0.42 -0.07
H -31.9988 8.6837 55.4486 -1.65 -2.21 -0.47 0.14
H -32.6492 6.7979 55.8573 -0.35 2.60 -0.98 0.13
H -33.1996 7.7069 54.3866 -1.95 0.39 -1.86 0.03
H -27.0613 7.1671 53.8410 -3.53 0.47 -1.16 0.16
H -27.8317 8.6819 53.3008 -0.62 -0.54 -0.50 0.08
H -28.6424 7.1997 52.5511 0.79 -0.12 0.10 0.09
H -27.9570 5.6077 57.0766 0.74 0.01 0.36 0.07
H -29.2715 4.7390 56.7466 -1.87 -5.38 -2.10 0.01
H -29.1578 5.5650 58.3329 -0.55 -0.42 1.28 0.09
C -25.8932 4.0696 55.7997 1.27 0.51 -3.06 -0.07
O -26.5439 4.5286 54.6212 -1.39 0.41 -0.98 -0.21
P -27.1129 3.4494 53.5979 1.89 -1.76 -1.65 0.37
O -26.0209 2.5967 53.1267 1.38 -0.35 -0.17 -0.25
O -28.1482 2.3973 54.2197 -1.12 2.03 0.03 -0.21
C -29.3160 1.9675 53.4940 3.57 -5.01 0.20 -0.08
O -27.6872 4.1901 52.3094 -1.30 0.39 0.95 -0.26
C -26.8968 4.2404 51.0878 -7.65 -2.60 -3.03 -0.06
H -25.0331 3.5027 55.5575 -0.20 -2.57 -0.03 0.10
H -26.6188 4.0232 56.4819 -2.37 -2.13 3.05 0.03
H -25.3183 4.8052 56.1934 1.32 3.63 0.89 0.06
H -29.6634 1.1309 54.0896 -0.75 0.38 0.67 0.08
H -29.0207 1.3062 52.6133 -0.03 1.66 0.33 0.12
H -30.0034 2.6681 53.3095 -2.39 2.81 -0.70 0.03
H -27.6070 4.8879 50.3182 2.51 -1.41 2.06 0.15
H -26.7416 3.1904 50.6693 -0.63 1.26 0.45 0.11
H -26.0257 4.4874 51.3906 6.12 2.82 1.10 -0.01
C -22.3581 4.4575 62.5199 -2.60 -3.12 4.13 -0.02
C -21.4359 3.5971 61.8356 0.93 -2.09 -0.44 -0.48
C -21.5889 2.0724 62.0817 -3.82 2.19 2.35 0.00
O -20.5630 3.9982 61.0853 -0.64 -0.07 0.41 0.07
H -22.2888 5.4047 62.3911 1.62 6.43 -1.39 0.00
H -22.3464 4.4007 63.6708 0.34 -0.59 -1.53 0.14
H -23.4227 4.3969 62.3199 -0.29 -1.24 -0.48 0.08
H -22.4081 1.7430 61.4602 -0.70 0.03 -0.42 0.04
H -21.9672 1.7249 63.1409 1.58 0.75 -1.91 0.13
H -20.7911 1.7257 61.5917 3.48 -2.26 -0.80 0.03